7
Properties=species:S:1:pos:R:3:forces:R:3 method="wB97M-V/def2-TZVPD" smiles="O=C(F)NS" spin_multiplicity=1 e_tot_ha=-667.33912 gap_ev=10.155 de_lowest_kj_mol=29.2
H -1.280 -1.648 -0.793 0.8 -0.9 0.8
S -0.205 -1.945 0.050 -0.7 3.6 -1.3
N 0.335 -0.187 -0.285 -1.9 -2.9 0.6
O -0.871 1.055 1.221 0.1 0.4 -0.6
C -0.041 0.907 0.385 -0.1 0.5 1.2
H 1.256 -0.114 -0.540 2.5 -0.2 -1.3
F 0.807 1.931 -0.038 -0.8 -0.5 0.4

7
Properties=species:S:1:pos:R:3:forces:R:3 method="wB97M-V/def2-TZVPD" spin_multiplicity=3 e_tot_ha=-667.06592 gap_ev="9.655 / 7.815" de_lowest_kj_mol=314.2 s2=2.0680
S 1.779 0.594 -0.313 -5.1 -2.2 2.2
O 3.096 0.323 -0.702 4.8 0.0 -1.7
C 1.088 -0.818 0.193 -0.5 1.6 0.5
H 0.222 -1.183 0.806 1.1 0.5 -1.0
H -2.648 0.073 0.605 -1.3 -0.1 0.1
N -1.692 0.216 0.342 1.0 0.8 -1.6
F -1.845 0.795 -0.930 0.0 -0.7 1.5

9
Properties=species:S:1:pos:R:3:forces:R:3 method="wB97M-V/def2-TZVPD" spin_multiplicity=1 e_tot_ha=-1161.21477 gap_ev="8.449 / 6.742" de_lowest_kj_mol=301.1 charge=-1
O 0.988 -1.209 -0.322 0.5 -0.2 0.7
S 1.018 1.410 0.691 -0.7 -0.5 -0.1
S 0.873 -0.716 1.051 -1.9 0.2 -1.7
O -0.494 -0.993 1.556 1.5 0.5 0.3
C -1.151 0.533 -1.199 -0.7 6.5 1.5
H -1.298 1.749 -1.180 0.2 -3.2 -0.3
O 1.994 -0.940 1.923 0.1 -0.3 0.6
H -1.387 0.060 -0.291 0.1 -1.6 0.6
F -0.544 0.106 -2.229 0.8 -1.4 -1.5

7
Properties=species:S:1:pos:R:3:forces:R:3 method="wB97M-V/def2-TZVPD" smiles="C=P#S(=O)F" spin_multiplicity=1 e_tot_ha=-953.87166 gap_ev=8.804 de_lowest_kj_mol=225.8
H 0.455 -2.593 0.293 -1.0 -1.1 0.1
P 0.992 -0.540 -0.797 1.0 -0.7 1.7
S 2.897 0.626 0.181 -0.4 -1.3 -0.8
C 1.097 -1.770 0.357 2.6 2.1 -0.5
O 3.193 -0.274 1.298 0.7 0.7 -0.5
F 3.945 0.333 -1.123 -0.9 0.0 1.2
H 2.022 -1.837 1.072 -1.9 0.3 -1.1

7
Properties=species:S:1:pos:R:3:forces:R:3 method="wB97M-V/def2-TZVPD" spin_multiplicity=1 e_tot_ha=-953.74652 gap_ev="3.735 / 3.506" de_lowest_kj_mol=554.3
P -0.239 0.264 1.670 -0.2 -0.6 -0.4
H -0.659 -1.997 1.020 1.0 -4.0 0.4
S 1.374 1.242 -1.902 1.3 0.4 1.1
C -0.958 -1.050 1.000 -0.5 4.9 -0.5
O 0.026 0.795 -1.590 -1.1 -0.3 0.3
F 2.104 1.515 -0.394 -0.4 -0.2 -1.0
H -1.647 -0.770 0.195 -0.2 -0.3 0.1

7
Properties=species:S:1:pos:R:3:forces:R:3 method="wB97M-V/def2-TZVPD" spin_multiplicity=1 e_tot_ha=-953.74033 gap_ev="3.990 / 4.095" de_lowest_kj_mol=570.6
P 0.679 -1.637 0.065 2.4 1.4 -0.1
C 1.308 -0.034 -0.124 -0.3 -1.0 0.3
F -1.750 1.606 -0.695 -0.7 -0.4 0.8
S -2.568 0.869 0.517 1.3 -0.3 -1.0
H 0.740 0.781 0.310 -0.2 0.1 0.0
H 2.376 0.103 -0.134 0.3 -0.1 -0.1
O -0.785 -1.688 0.061 -2.8 0.2 0.1

5
Properties=species:S:1:pos:R:3:forces:R:3 method="wB97M-V/def2-TZVPD" spin_multiplicity=1 e_tot_ha=-634.58318 gap_ev=8.688 de_lowest_kj_mol=233.4
H 0.157 -0.637 -0.751 -1.7 3.8 1.7
I 0.809 2.369 -0.934 -0.5 -0.5 0.2
H 0.208 0.549 0.916 -0.9 0.4 0.0
I -2.465 1.152 0.049 1.4 -0.5 0.1
C -0.325 0.784 -0.013 1.7 -3.2 -1.9

5
Properties=species:S:1:pos:R:3:forces:R:3 method="wB97M-V/def2-TZVPD" spin_multiplicity=1 e_tot_ha=-391.69575 gap_ev=10.757 de_lowest_kj_mol=56.2
C 0.425 1.268 -0.936 0.7 -0.5 0.5
H 1.934 0.128 0.129 -0.1 0.0 0.0
N 1.240 0.650 -0.365 -0.6 0.5 -0.5
H -1.833 -1.197 -0.172 0.0 -0.2 -1.1
I -1.766 -0.849 1.344 0.0 0.2 1.1

8
Properties=species:S:1:pos:R:3:forces:R:3 method="wB97M-V/def2-TZVPD" smiles="[H]/P=N/N=C=S.I" spin_multiplicity=1 e_tot_ha=-1185.92717 gap_ev="6.942 / 6.943" de_lowest_kj_mol=295.3
I 1.718 1.565 -0.678 0.6 1.5 -1.1
N -1.041 -0.608 1.040 -2.6 0.1 1.3
S 1.803 -2.174 -1.152 -0.2 0.5 0.4
H 2.190 2.776 -1.760 -0.4 -1.0 1.0
N -0.302 -0.877 0.034 0.3 1.2 -0.1
P -2.031 0.659 1.003 -0.8 -0.8 0.2
H -3.021 0.007 1.889 1.0 0.8 0.0
C 0.683 -1.348 -0.377 2.1 -2.5 -1.8

9
Properties=species:S:1:pos:R:3:forces:R:3 method="wB97M-V/def2-TZVPD" spin_multiplicity=1 e_tot_ha=-610.59474 gap_ev=8.342 de_lowest_kj_mol=188.5
N -0.099 -0.349 -2.044 0.4 -1.7 0.2
N -0.065 1.278 -0.541 0.2 0.1 2.1
C 0.013 -1.103 -1.076 0.2 1.6 3.2
N 0.199 0.318 0.279 0.6 -3.5 -3.3
H -0.713 1.248 1.553 1.2 -1.1 2.0
N -0.187 0.989 -1.755 -0.3 1.5 -1.4
H 0.707 0.241 2.251 -0.8 1.0 -0.8
I 0.252 -3.002 -0.294 0.0 0.8 -0.7
N -0.109 0.379 1.627 -1.4 1.4 -1.4